# C27H108O27

27 unconnected molecules or ions with the total composition C27H108O27 (the ωB97M-V functional and the def2-TZVPD basis, the OMol25 dataset).

XYZ file:
```
162
Properties=species:S:1:pos:R:3:lowdin_charge:R:1
C 3.818 2.396 1.050 -0.12
O 4.770 3.014 0.218 -0.13
H 3.110 3.135 1.426 0.07
H 3.323 1.521 0.630 0.07
H 4.318 1.838 1.841 0.08
H 5.320 3.708 0.590 0.11
C 4.666 -0.964 -0.232 -0.15
O 4.314 -0.980 -1.596 -0.12
H 5.294 -0.099 -0.019 0.07
H 3.747 -0.995 0.352 0.08
H 5.354 -1.776 0.004 0.06
H 3.392 -1.230 -1.689 0.02
C 4.911 -4.304 -0.858 -0.15
O 4.367 -5.188 -1.817 -0.13
H 5.614 -4.767 -0.164 0.09
H 5.425 -3.611 -1.524 0.08
H 4.165 -3.691 -0.353 0.06
H 5.047 -5.510 -2.413 0.08
C -3.885 1.786 -0.791 -0.17
O -5.072 1.167 -1.168 -0.11
H -3.823 2.739 -1.317 0.07
H -3.762 1.950 0.279 0.06
H -2.946 1.275 -1.007 0.07
H -5.205 1.200 -2.118 0.04
C 7.699 1.789 -1.252 -0.16
O 6.356 2.072 -1.658 -0.14
H 8.272 1.142 -1.916 0.07
H 8.282 2.700 -1.119 0.07
H 7.720 1.323 -0.267 0.07
H 5.805 2.378 -0.935 -0.01
C -0.173 2.967 -6.129 -0.15
O -0.087 2.780 -4.735 -0.13
H 0.087 2.054 -6.665 0.06
H -1.155 3.184 -6.551 0.08
H 0.501 3.744 -6.490 0.08
H 0.813 2.515 -4.536 0.02
C -6.103 -1.885 -1.489 -0.16
O -5.940 -3.244 -1.820 -0.12
H -5.204 -1.315 -1.253 0.06
H -6.457 -1.357 -2.375 0.08
H -6.867 -1.756 -0.722 0.08
H -5.101 -3.283 -2.285 0.03
C 2.003 -4.635 1.906 -0.17
O 2.641 -4.337 3.134 -0.11
H 2.348 -5.620 1.592 0.08
H 0.914 -4.660 1.953 0.08
H 2.378 -4.042 1.071 0.05
H 2.371 -5.079 3.681 0.08
C -2.937 -2.440 -3.965 -0.17
O -3.634 -3.484 -3.388 -0.10
H -3.534 -2.108 -4.814 0.09
H -2.894 -1.539 -3.352 0.07
H -1.935 -2.692 -4.311 0.07
H -3.122 -4.289 -3.492 0.10
C -4.657 -0.133 2.775 -0.17
O -4.652 0.172 4.126 -0.12
H -5.656 -0.464 2.493 0.08
H -4.528 0.778 2.191 0.07
H -3.922 -0.906 2.551 0.06
H -3.822 0.580 4.382 0.01
C 1.689 5.358 3.231 -0.17
O 0.864 6.329 2.679 -0.12
H 1.416 4.395 2.798 0.07
H 2.752 5.493 3.032 0.07
H 1.646 5.415 4.319 0.09
H 1.056 7.170 3.101 0.09
C -2.528 1.397 6.301 -0.15
O -2.372 1.489 4.924 -0.12
H -3.578 1.133 6.426 0.09
H -1.803 0.787 6.841 0.07
H -2.449 2.398 6.724 0.09
H -1.427 1.449 4.761 0.05
C 1.645 -2.147 -3.139 -0.14
O 1.695 -2.340 -1.765 -0.16
H 0.658 -2.486 -3.450 0.08
H 1.712 -1.088 -3.388 0.07
H 2.525 -2.639 -3.553 0.09
H 1.248 -3.177 -1.617 0.02
C -2.176 4.211 2.378 -0.13
O -2.232 5.614 2.718 -0.13
H -2.338 3.673 3.312 0.07
H -2.974 3.829 1.741 0.06
H -1.281 4.013 1.788 0.07
H -1.389 6.072 2.692 0.03
C -2.257 -6.857 0.998 -0.12
O -2.285 -5.637 1.782 -0.15
H -1.950 -6.606 -0.017 0.05
H -1.550 -7.546 1.459 0.08
H -3.254 -7.287 1.092 0.08
H -2.838 -4.939 1.422 0.03
C 0.704 -6.146 -1.739 -0.11
O 1.385 -5.018 -1.139 -0.14
H 1.019 -6.234 -2.779 0.08
H 0.937 -7.152 -1.392 0.08
H -0.376 -6.148 -1.593 0.06
H 2.244 -5.396 -0.936 0.05
C 0.354 0.440 -0.151 -0.12
O -0.799 0.390 0.712 -0.14
H 0.041 0.357 -1.192 0.08
H 1.021 1.289 0.001 0.06
H 0.990 -0.406 0.109 0.06
H -1.277 -0.428 0.554 0.02
C 4.018 -0.166 5.128 -0.15
O 4.226 0.857 6.113 -0.13
H 3.483 -1.027 5.530 0.08
H 3.421 0.193 4.290 0.06
H 4.977 -0.471 4.711 0.08
H 4.404 0.457 6.967 0.07
C -1.319 4.910 -1.917 -0.10
O -0.553 6.081 -1.557 -0.13
H -0.721 4.171 -2.450 0.08
H -1.783 4.534 -1.005 0.07
H -2.213 5.170 -2.485 0.08
H -1.170 6.729 -1.207 0.10
C 0.896 -0.856 3.224 -0.15
O 0.617 0.504 3.296 -0.12
H 1.637 -1.155 3.965 0.06
H 0.049 -1.460 3.551 0.09
H 1.352 -1.168 2.285 0.08
H -0.254 0.618 2.908 0.07
C -5.487 -3.546 1.797 -0.15
O -5.087 -4.423 0.775 -0.13
H -4.641 -2.883 1.977 0.05
H -6.312 -2.918 1.461 0.07
H -5.801 -4.111 2.675 0.09
H -5.340 -4.012 -0.055 0.03
C -3.949 1.665 -4.389 -0.16
O -5.296 1.833 -4.073 -0.12
H -3.373 2.573 -4.213 0.09
H -3.573 0.697 -4.057 0.07
H -4.012 1.486 -5.462 0.08
H -5.514 2.590 -4.621 0.09
C 2.208 5.142 -0.430 -0.15
O 1.927 5.155 -1.839 -0.12
H 3.169 4.649 -0.281 0.05
H 2.309 6.033 0.189 0.08
H 1.468 4.468 0.004 0.07
H 1.073 5.590 -1.895 0.01
C -1.613 -2.826 -0.411 -0.07
O -1.688 -2.185 0.890 -0.13
H -1.955 -3.853 -0.285 0.07
H -2.243 -2.340 -1.157 0.08
H -0.563 -2.783 -0.699 0.07
H -1.247 -2.721 1.553 0.08
C 0.741 1.562 6.494 -0.15
O 0.714 2.366 5.305 -0.13
H 0.255 0.587 6.459 0.07
H 1.803 1.476 6.726 0.06
H 0.212 2.136 7.254 0.08
H 0.915 1.776 4.574 0.02
C 2.738 2.133 -2.794 -0.10
O 2.544 2.364 -4.195 -0.13
H 3.436 2.867 -2.392 0.08
H 1.750 2.223 -2.343 0.07
H 3.048 1.102 -2.623 0.07
H 3.245 2.953 -4.484 0.10
C -0.576 -0.460 -5.637 -0.22
O -0.588 -0.016 -4.361 -0.12
H 0.271 -0.070 -6.201 0.08
H -0.610 -1.546 -5.731 0.07
H -1.495 -0.132 -6.124 0.08
H -0.474 0.935 -4.432 0.04
```

2S+1: 1
Lowest unoccupied orbital energy: 0.1545 eV
DFT total energy: -85019.590 eV
M: 865.13 g mol⁻¹



# C27H14F15GeN2S7V

A molecular structure, C27H14F15GeN2S7V (the ωB97M-V functional and the def2-TZVPD basis, the OMol25 dataset).

XYZ file:
```
67
Properties=species:S:1:pos:R:3:mulliken_spin:R:1
V -0.743 1.850 0.823 2.76
C 0.214 1.954 3.704 0.01
C -0.369 0.563 3.427 0.02
N -1.391 0.602 2.389 -0.03
C -2.758 0.871 2.804 0.01
C -2.981 2.352 3.087 0.03
S -2.285 3.368 1.713 0.01
C -1.163 4.499 2.632 0.01
C 0.305 4.087 2.503 0.02
N 0.430 2.644 2.440 -0.01
H 1.152 1.830 4.264 0.00
H -0.460 2.544 4.331 0.00
H -0.748 0.124 4.362 0.00
H 0.441 -0.060 3.042 0.00
H -1.380 -0.296 1.916 0.01
H -3.034 0.293 3.703 0.00
H -3.411 0.581 1.974 0.00
H -2.512 2.655 4.019 0.00
H -4.046 2.580 3.137 0.00
H -1.507 4.520 3.666 0.00
H -1.315 5.489 2.201 0.00
H 0.872 4.512 3.349 0.00
H 0.708 4.487 1.569 0.00
H 1.337 2.387 2.057 0.01
S -4.067 5.176 -4.560 0.00
C -3.220 4.348 -3.428 0.00
S -3.684 2.774 -2.850 0.00
C -2.354 2.562 -1.724 0.02
C -1.452 3.575 -1.651 0.03
S -0.053 3.520 -0.677 0.02
S -1.772 4.964 -2.682 0.00
S -2.227 1.131 -0.796 0.02
F 0.779 -2.174 -3.952 0.00
C -0.393 -2.147 -3.307 0.00
C -0.437 -1.730 -1.987 0.02
C -1.657 -1.820 -1.339 0.01
F -1.674 -1.529 -0.020 0.01
C -2.817 -2.247 -1.959 -0.01
F -3.974 -2.326 -1.290 0.00
C -2.753 -2.633 -3.298 0.00
F -3.848 -3.076 -3.930 0.00
C -1.532 -2.596 -3.965 0.00
F -1.456 -3.018 -5.235 0.00
Ge 1.111 -1.178 -0.832 0.02
S 1.195 0.484 0.477 0.01
C 1.241 -2.944 0.130 0.00
C 0.657 -3.166 1.368 0.00
F -0.010 -2.157 1.962 0.00
C 0.735 -4.377 2.032 0.00
F 0.136 -4.556 3.223 0.00
C 1.453 -5.423 1.458 0.00
F 1.574 -6.595 2.101 0.00
C 2.044 -5.238 0.208 0.00
F 2.732 -6.246 -0.349 0.00
C 1.908 -4.022 -0.437 0.00
F 2.443 -3.863 -1.659 0.00
C 2.776 -1.011 -1.921 0.01
C 3.998 -1.418 -1.418 0.00
F 4.022 -2.010 -0.209 0.00
C 5.182 -1.223 -2.110 0.00
F 6.358 -1.639 -1.614 0.00
C 5.144 -0.583 -3.345 0.00
F 6.276 -0.409 -4.043 0.00
C 3.938 -0.096 -3.841 0.00
F 3.925 0.553 -5.013 0.00
C 2.779 -0.295 -3.104 -0.01
F 1.619 0.225 -3.522 0.00
```

2S+1: 4
Lowest unoccupied orbital energy (alpha / beta): 1.7903 / 1.7825 eV
Total charge: -1
DFT total energy: -230021.859 eV
M: 999.42 g mol⁻¹



# C27H15BiBrF6NO2P

A molecular structure, C27H15BiBrF6NO2P (the ωB97M-V functional and the def2-TZVPD basis, the OMol25 dataset).

XYZ file:
```
54
Properties=species:S:1:pos:R:3:lowdin_charge:R:1
Bi -0.826 -0.561 -1.344 1.74
F 3.237 -0.513 5.860 0.15
C 2.844 -0.373 4.586 -0.10
C 3.753 -0.619 3.552 -0.08
F 5.044 -0.919 3.889 0.12
C 3.348 -0.433 2.212 -0.19
F 4.326 -0.586 1.298 0.11
C 2.050 -0.088 1.852 -0.33
P 1.491 0.065 0.157 0.92
C 2.345 1.499 -0.514 -0.37
C 1.875 2.757 -0.124 -0.10
C 2.568 3.882 -0.527 -0.06
C 3.648 3.779 -1.392 -0.05
C 4.118 2.536 -1.770 -0.05
C 3.536 1.351 -1.267 -0.07
C 2.158 -1.431 -0.697 -0.45
C 2.218 -2.650 0.011 -0.09
C 2.578 -3.809 -0.660 -0.05
C 2.893 -3.802 -2.026 -0.04
C 2.845 -2.603 -2.717 -0.06
C 2.443 -1.422 -2.095 -0.13
C 1.114 0.076 2.889 -0.56
Br -0.686 0.524 2.486 0.91
C 1.528 -0.040 4.220 -0.22
F 0.658 0.215 5.218 0.08
H 0.986 2.821 0.543 0.12
H 2.176 4.826 -0.183 0.12
H 4.097 4.700 -1.758 0.12
H 4.927 2.493 -2.491 0.12
H 4.081 0.399 -1.325 0.11
H 1.926 -2.668 1.061 0.12
H 2.620 -4.749 -0.101 0.12
H 3.167 -4.675 -2.585 0.11
H 3.061 -2.613 -3.769 0.11
H 2.376 -0.441 -2.637 0.12
F -2.332 1.854 -2.734 -0.03
C -1.108 1.622 -2.125 -0.50
F -0.194 2.225 -2.983 -0.04
H -1.117 2.270 -1.256 0.08
O -3.579 -1.900 -2.049 0.00
C -3.947 -1.066 -1.190 -0.44
N -3.086 -0.186 -0.561 -0.05
C -3.712 0.551 0.443 -0.42
O -3.141 1.232 1.280 -0.03
C -5.177 0.182 0.347 -0.07
C -6.268 0.658 1.072 0.02
C -7.515 0.074 0.774 -0.05
C -7.656 -0.884 -0.206 -0.05
C -6.542 -1.354 -0.933 0.02
C -5.312 -0.818 -0.645 -0.09
H -6.153 1.458 1.806 0.13
H -8.389 0.478 1.281 0.11
H -8.637 -1.274 -0.418 0.11
H -6.663 -2.048 -1.754 0.13
```

2S+1: 1
Lowest unoccupied orbital energy: -5.0882 eV
Total charge: +1
DFT total energy: -135295.188 eV
M: 819.27 g mol⁻¹